No. 1
Molecular formula: C3H4NO
Method: DFT, ωB97M-V with the def2-TZVPD basis set

As for the total charge: +1. For the LUMO energy, the calculation gives -8.08 eV. As for the spin multiplicity: 1. The energy relative to the best compared isomer or geometry (same formula, charge and spin) comes out at 463.77 kJ/mol. The SMILES is C=CC=[N+]=O.

CARTESIAN COORDINATES (ANGSTROEM)
C (-0.0164, -0.8952, 0.0192)
C (-0.4909, 0.2347, 0.4337)
C (-1.6966, 0.8919, 0.1847)
N (-2.6748, 0.3364, -0.3711)
O (-3.5437, -0.4464, -0.5469)
H (-0.3787, -1.1711, -0.9809)
H (0.7358, -1.3900, 0.5725)
H (0.2427, 0.6220, 1.0999)
H (-1.3808, 1.8923, 0.1110)

No. 2
Molecular formula: C26H43Cl3O2P2Ru
Method: DFT, ωB97M-V with the def2-TZVPD basis set

As for the total charge: +2. For the LUMO energy (spin up / spin down), the calculation gives -6.29 / -8.14 eV. As for the spin multiplicity: 5. The energy relative to the best compared isomer or geometry (same formula, charge and spin) comes out at 267.43 kJ/mol.

CARTESIAN COORDINATES (ANGSTROEM)
Ru (-0.6237, 0.0034, -3.9173)
C (-0.7526, -1.8536, -0.0601)
C (0.5824, -1.9375, -0.5726)
C (0.5235, -0.3874, 1.1304)
C (-0.8039, -0.8246, 0.9133)
C (1.3806, -1.0790, 0.2093)
C (-1.8431, -2.8091, -0.2969)
H (-1.6290, -3.4800, -1.1307)
H (-2.7902, -2.2933, -0.4959)
H (-2.0080, -3.4295, 0.5960)
C (-1.9216, -0.5961, 1.8297)
H (-2.8334, -1.0652, 1.4841)
H (-2.1245, 0.4533, 1.9844)
H (-1.6513, -1.0297, 2.7884)
C (0.9590, 0.3577, 2.3212)
H (0.7639, -0.2753, 3.2079)
H (0.4134, 1.3075, 2.4597)
H (2.0379, 0.5674, 2.2855)
C (2.8569, -1.0495, 0.1785)
H (3.2660, -1.8871, 0.7659)
H (3.2651, -0.1269, 0.6093)
H (3.2270, -1.1792, -0.8480)
C (1.1645, -2.9561, -1.4777)
H (1.5787, -3.7593, -0.8463)
H (1.9824, -2.5409, -2.0899)
H (0.4183, -3.3968, -2.1435)
C (-1.6533, 0.8855, -5.3280)
C (-1.9243, -0.4855, -5.5605)
C (-1.0873, -1.4655, -6.3224)
C (0.4301, -1.3511, -6.1857)
C (0.9325, -0.6250, -4.9804)
C (1.0251, 0.8140, -4.9209)
C (0.5596, 1.7923, -5.9574)
C (-0.8863, 1.5493, -6.4151)
H (-1.3608, -1.4709, -7.3831)
H (0.8473, -0.9042, -7.0887)
H (-1.3935, -2.4639, -5.9749)
H (-0.8498, 0.9252, -7.3118)
H (-2.4554, 1.4597, -4.8800)
H (-2.9954, -0.7530, -5.5220)
H (-1.3672, 2.4842, -6.7138)
H (0.6292, 2.8272, -5.5703)
H (1.9229, 1.1893, -4.4180)
H (1.2889, 1.6599, -6.7690)
H (0.8311, -2.3685, -6.1438)
H (1.8093, -1.1124, -4.5212)
P (-1.3582, 1.5224, -1.9649)
P (1.6193, 1.6039, -2.0052)
C (-0.7223, 2.9273, -2.9764)
C (0.8064, 3.1319, -2.7305)
H (-1.3340, 3.8041, -2.7451)
H (-0.8934, 2.6849, -4.0355)
H (1.3268, 3.3430, -3.6824)
H (0.9631, 3.9506, -2.0064)
C (2.0469, 2.2491, -0.3589)
H (2.8331, 1.6332, 0.1061)
H (1.1422, 2.2408, 0.2651)
H (2.3912, 3.2864, -0.5054)
C (3.3898, 1.3026, -2.6277)
H (3.7701, 2.2209, -3.0861)
H (3.3937, 0.4718, -3.3427)
H (3.9821, 1.0066, -1.7589)
C (-3.0448, 0.8742, -2.0408)
H (-3.1243, 0.0228, -1.3487)
H (-3.2755, 0.5036, -3.0467)
H (-3.7442, 1.6690, -1.7726)
C (-1.3599, -1.7584, -3.2411)
H (-0.7466, -2.6569, -3.3671)
H (-2.1163, -1.8125, -4.0403)
H (-1.9572, -1.7208, -2.3142)
Cl (-2.7918, 2.8199, 2.4713)
C (-1.7651, 3.8010, 1.4163)
Cl (-2.3527, 5.4747, 1.3765)
Cl (-0.0551, 3.7822, 1.9571)
C (-1.9142, 3.1998, -0.0232)
O (-2.7488, 3.6411, -0.7943)
O (-1.1284, 2.1312, -0.2944)

No. 3
Molecular formula: C5H15Cl3CrN5O22
Method: DFT, ωB97M-V with the def2-TZVPD basis set

As for the total charge: -1. For the LUMO energy (spin up / spin down), the calculation gives 1.41 / 1.34 eV. As for the spin multiplicity: 5. The energy relative to the best compared isomer or geometry (same formula, charge and spin) comes out at 29.29 kJ/mol.

CARTESIAN COORDINATES (ANGSTROEM)
Cr (0.1615, 0.3599, 0.2043)
Cl (-2.0788, -2.6025, 0.0977)
O (-1.4040, -3.7657, 0.6064)
O (-3.3158, -2.4130, 0.7959)
O (-1.2503, -1.4239, 0.3202)
O (-2.2762, -2.7301, -1.3247)
Cl (2.4922, -1.8788, 1.7703)
O (3.7825, -2.0279, 1.1615)
O (1.6595, -3.0065, 1.4742)
O (2.6438, -1.6966, 3.1934)
O (1.8474, -0.6737, 1.2500)
Cl (-3.3981, 2.0781, 0.1489)
O (-2.0549, 1.5167, 0.1399)
O (-4.1417, 1.5243, 1.2439)
O (-3.2846, 3.5092, 0.3173)
O (-4.0211, 1.7568, -1.1085)
C (-2.1194, 0.0439, -3.5196)
N (-0.6925, 0.2816, -3.1530)
O (0.1170, 0.5705, -3.9987)
O (-0.4730, 0.2938, -1.9594)
H (-2.3705, -0.9244, -3.0888)
H (-2.1864, -0.0182, -4.5995)
H (-2.6733, 0.8701, -3.0833)
C (1.3516, -4.0795, -1.3275)
N (1.4510, -2.7585, -2.0085)
O (1.7469, -2.7257, -3.1912)
O (1.0511, -1.7997, -1.3882)
H (1.1299, -4.8162, -2.0937)
H (0.4845, -3.9798, -0.6784)
H (2.2518, -4.3407, -0.7846)
C (-0.9904, -1.0618, 4.2474)
N (-1.0531, 0.2257, 3.5144)
O (-0.4847, 0.2346, 2.4428)
O (-1.6621, 1.1525, 3.9922)
H (0.0419, -1.3922, 4.1556)
H (-1.6448, -1.7584, 3.7219)
H (-1.3696, -0.9635, 5.2564)
C (0.1945, 3.9232, 2.5595)
N (0.7269, 3.4976, 1.2458)
O (1.1146, 4.3292, 0.4658)
O (0.7112, 2.2999, 1.0305)
H (0.7362, 3.3941, 3.3385)
H (-0.8101, 3.4915, 2.6011)
H (0.1715, 5.0013, 2.6016)
C (2.9593, 2.3530, -2.7066)
N (2.6966, 1.0742, -1.9857)
O (3.1913, 0.0641, -2.4129)
O (1.9754, 1.1444, -1.0052)
H (3.6251, 2.9004, -2.0432)
H (1.9997, 2.8480, -2.7957)
H (3.4406, 2.0989, -3.6403)

No. 4
Molecular formula: C11H17Br6NO
Method: DFT, ωB97M-V with the def2-TZVPD basis set

For the LUMO energy, the calculation gives 0.31 eV. As for the spin multiplicity: 1. The SMILES is C/C(Br)=C(/Br)[C@@H]1CCNC1=O.BrCCBr.BrCCBr.

CARTESIAN COORDINATES (ANGSTROEM)
C (-0.3369, -2.1079, 4.9617)
C (0.4413, -3.3142, 4.5676)
Br (0.7353, -4.5890, 5.9394)
C (0.9127, -3.4859, 3.3350)
Br (1.9606, -5.0120, 2.8574)
C (0.7368, -2.5231, 2.2172)
C (1.7329, -1.3452, 2.0839)
C (1.0216, -0.5991, 0.9406)
N (-0.3891, -0.7537, 1.1974)
C (-0.6303, -1.9063, 1.9560)
O (-1.7325, -2.3125, 2.2923)
H (-1.3923, -2.2351, 4.7768)
H (0.0340, -1.2240, 4.4644)
H (-0.2231, -1.9394, 6.0244)
H (0.9107, -3.1156, 1.3149)
H (1.7235, -0.8215, 3.0312)
H (2.6795, -1.7894, 1.8263)
H (1.3294, -1.1209, 0.0428)
H (1.3463, 0.4294, 0.9181)
H (-0.8533, 0.0680, 1.5407)
Br (1.8121, 3.1370, 0.7340)
C (1.7809, 3.5872, -1.1585)
C (0.3870, 3.9080, -1.6215)
Br (-0.6915, 2.2980, -1.7863)
H (2.2078, 2.7415, -1.6862)
H (2.4326, 4.4505, -1.2673)
H (0.4079, 4.3520, -2.6141)
H (-0.1405, 4.5673, -0.9412)
Br (-0.1253, 1.0310, -6.2583)
C (-1.8577, 0.8807, -5.3849)
C (-2.9270, 1.6268, -6.1352)
Br (-2.7876, 3.5496, -5.8720)
H (-1.7280, 1.2437, -4.3715)
H (-2.0795, -0.1837, -5.3640)
H (-3.9118, 1.3540, -5.7636)
H (-2.8825, 1.4541, -7.2047)

No. 5
Molecular formula: C4H6N2O
Method: DFT, ωB97M-V with the def2-TZVPD basis set

For the LUMO energy, the calculation gives 0.47 eV. As for the spin multiplicity: 1. The energy relative to the best compared isomer or geometry (same formula, charge and spin) comes out at 485.19 kJ/mol.

CARTESIAN COORDINATES (ANGSTROEM)
C (1.3695, 1.0426, -0.1411)
C (-1.3051, 0.4927, 0.8711)
C (-0.2604, -0.0292, -0.1431)
C (0.3492, -1.3951, -0.4163)
N (-1.7847, 1.2118, -0.2918)
N (-0.9421, 0.7196, -1.0933)
O (2.3971, 0.4753, -0.2036)
H (1.2055, 2.0866, 0.0567)
H (-1.9732, -0.3090, 1.1928)
H (-0.9399, 1.1492, 1.7730)
H (-0.2572, -2.2922, -0.4239)
H (1.3247, -1.5613, 0.1565)
H (0.8166, -1.5910, -1.3369)

No. 6
Molecular formula: C25H26N4O3
Method: DFT, ωB97M-V with the def2-TZVPD basis set

For the LUMO energy, the calculation gives 0.35 eV. As for the spin multiplicity: 1. The energy relative to the best compared isomer or geometry (same formula, charge and spin) comes out at 151.93 kJ/mol. The SMILES is COc1ccc(CCc2nnc(CCC(=O)N(C)Cc3ccnc4ccccc34)o2)cc1.

CARTESIAN COORDINATES (ANGSTROEM)
C (5.6698, -2.0539, -2.9419)
O (4.8153, -3.1453, -3.1770)
C (4.0616, -3.6181, -2.1441)
C (4.0424, -3.0864, -0.8604)
C (3.2278, -3.6510, 0.1072)
C (2.4224, -4.7436, -0.1740)
C (1.4718, -5.2808, 0.8591)
C (0.0674, -4.6777, 0.6411)
C (0.1810, -3.2049, 0.5514)
N (0.2251, -2.3476, 1.5146)
N (0.4305, -1.1336, 0.9545)
C (0.5001, -1.3103, -0.3243)
C (0.7175, -0.2796, -1.3656)
C (0.4550, 1.1124, -0.7888)
C (-1.0264, 1.1984, -0.4422)
O (-1.8627, 0.9457, -1.2969)
N (-1.3717, 1.5708, 0.8045)
C (-0.4314, 1.8077, 1.8789)
C (-2.7800, 1.5580, 1.1730)
C (-3.2360, 2.8976, 1.6846)
C (-3.5532, 3.0606, 3.0113)
C (-3.9365, 4.3268, 3.4833)
N (-4.0047, 5.3881, 2.7336)
C (-3.7121, 5.2672, 1.4226)
C (-3.8020, 6.4223, 0.6184)
C (-3.5284, 6.3564, -0.7184)
C (-3.1627, 5.1355, -1.3057)
C (-3.0625, 3.9973, -0.5536)
C (-3.3243, 4.0299, 0.8320)
O (0.3454, -2.6088, -0.6528)
C (2.4500, -5.2704, -1.4610)
C (3.2575, -4.7217, -2.4329)
H (6.1754, -1.8663, -3.8879)
H (5.1112, -1.1585, -2.6488)
H (6.4150, -2.2838, -2.1734)
H (4.6511, -2.2347, -0.5990)
H (3.2173, -3.2215, 1.0996)
H (1.8161, -5.0118, 1.8585)
H (1.4007, -6.3673, 0.7909)
H (-0.5858, -4.9393, 1.4728)
H (-0.3540, -5.0483, -0.2940)
H (0.0312, -0.4725, -2.1938)
H (1.7406, -0.3633, -1.7427)
H (1.0982, 1.2821, 0.0676)
H (0.6591, 1.8622, -1.5557)
H (0.2384, 2.6348, 1.6373)
H (-0.9904, 2.0821, 2.7704)
H (0.1460, 0.9037, 2.0861)
H (-3.3405, 1.2717, 0.2790)
H (-2.9366, 0.7962, 1.9454)
H (-3.5131, 2.2261, 3.6968)
H (-4.1870, 4.4657, 4.5278)
H (-4.0962, 7.3437, 1.0959)
H (-3.5990, 7.2412, -1.3341)
H (-2.9631, 5.0973, -2.3666)
H (-2.7936, 3.0669, -1.0271)
H (1.8300, -6.1217, -1.7028)
H (3.2831, -5.1259, -3.4324)